# 1
{
  "formula": "C5H12O2",
  "method": "ωB97M-V/def2-TZVPD",
  "species": ["C", "C", "C", "C", "C", "O", "H", "H", "H", "H", "H", "H", "H", "H", "H", "H", "O", "H", "H"],
  "coordinates": [[0.93226, 2.02306, 1.86144], [0.95631, 1.29232, 0.50847], [0.49898, -0.12488, 0.64657], [-0.18626, -0.77989, -0.28687], [-0.70827, -2.16271, -0.05014], [-0.30661, -2.68698, 1.19937], [1.74578, 2.68164, 2.14077], [0.02176, 2.60869, 1.95035], [0.83872, 1.28779, 2.66500], [0.28190, 1.84886, -0.15400], [1.91819, 1.32069, 0.00273], [1.01673, -0.72249, 1.38527], [-0.50141, -0.36608, -1.23568], [-1.80296, -2.13209, -0.13503], [-0.47157, -2.93106, -0.81239], [-1.03778, -3.15066, 1.60741], [-1.21366, 0.94822, -3.57462], [-1.42141, 0.71633, -4.48005], [-0.56069, 0.32925, -3.23859]],
  "forces_ev_per_angstrom": [[-0.5, -0.4, 0.6], [-0.4, 0.8, -0.1], [0.8, -0.2, -1.4], [-0.2, -0.6, 0.6], [-0.5, -1.0, -0.5], [0.2, 0.1, 0.3], [0.4, 0.0, -0.4], [-0.1, 0.2, -0.1], [0.2, 0.0, 0.0], [0.1, -0.3, -0.1], [0.4, 0.0, 0.2], [-0.6, 0.1, 0.6], [-0.2, 0.5, 0.2], [-0.1, 0.3, 0.3], [0.5, 0.6, -0.1], [-0.1, 0.0, 0.0], [-0.1, 0.3, 0.4], [0.2, -0.2, -0.1], [0.0, -0.1, -0.3]],
  "lowdin_charge": [-0.107, -0.249, -0.119, -0.081, -0.281, -0.069, 0.062, 0.065, 0.064, 0.106, 0.105, 0.112, 0.086, 0.117, 0.117, 0.085, -0.056, 0.032, 0.013],
  "gap_ev": 9.853,
  "homo_energy_ev": -9.09,
  "relative_energy_kj_mol": 185.2,
  "e_lumo_ev": 0.767,
  "energy_ev": -9473.2165
}



# 2
{
  "formula": "C10H17AuNO",
  "method": "ωB97M-V/def2-TZVPD",
  "species": ["C", "C", "C", "C", "C", "Au", "N", "C", "C", "H", "H", "H", "H", "H", "H", "H", "H", "H", "H", "C", "C", "C", "O", "H", "H", "H", "H", "H", "H", "H"],
  "coordinates": [[-0.28552, 0.94581, -2.76002], [1.11158, 1.08361, -2.52272], [1.28198, 1.90881, -1.37482], [-0.00732, 2.27071, -0.89582], [-0.97852, 1.67201, -1.74982], [0.14408, -0.10609, -0.67752], [-1.17032, -1.41239, -0.64842], [-0.21552, -2.45789, -1.17112], [1.17378, -1.80039, -1.36642], [2.23628, 2.18131, -0.91992], [1.91098, 0.63531, -3.11312], [-0.21942, 2.87191, -0.01032], [-2.06232, 1.74151, -1.63722], [-0.74722, 0.34921, -3.54902], [1.53808, -1.87459, -2.40112], [-0.16642, -3.29979, -0.45092], [-2.14472, -1.71489, -0.65342], [1.92988, -2.16189, -0.65332], [-0.59182, -2.84809, -2.13742], [-1.48702, -0.16569, 2.59358], [-0.14502, 0.26911, 2.01078], [0.88458, 0.51261, 3.11228], [0.33798, -0.71899, 1.14778], [-1.37622, -1.11839, 3.15548], [-2.22222, -0.31599, 1.77508], [-1.87912, 0.61591, 3.27838], [-0.28972, 1.21181, 1.46328], [1.06018, -0.41959, 3.69158], [1.84698, 0.83761, 2.66138], [0.53198, 1.30731, 3.80288]],
  "forces_ev_per_angstrom": [[0.1, 0.4, -0.6], [0.1, 0.9, -0.8], [0.4, 0.3, 0.0], [-0.2, 0.8, -0.2], [-0.3, 1.0, -0.4], [3.0, 5.4, -1.7], [-3.1, -6.2, -1.3], [-1.3, -1.1, 0.1], [-0.1, -2.1, 0.0], [-0.4, -0.1, -0.2], [-0.3, 0.1, 0.3], [0.1, -0.2, -0.4], [0.5, -0.1, 0.0], [0.2, 0.2, 0.4], [-0.1, 0.3, 0.3], [0.1, 0.0, -0.3], [0.3, 0.6, -0.1], [-0.3, 0.2, -0.2], [0.2, -0.1, 0.2], [-0.6, 0.1, 0.2], [0.3, -0.8, 0.3], [0.3, 0.3, 0.4], [1.2, -0.2, 4.3], [0.0, 0.5, -0.4], [0.5, 0.0, 0.5], [0.1, -0.4, -0.2], [-0.1, 0.1, 0.3], [-0.1, 0.5, -0.3], [-0.5, -0.2, 0.3], [0.2, -0.3, -0.2]],
  "lowdin_spin": [0.074, 0.112, 0.046, 0.039, 0.080, 0.755, 0.195, 0.036, 0.315, 0.001, 0.004, 0.003, 0.003, 0.003, 0.026, 0.006, 0.039, 0.022, 0.004, 0.002, 0.018, 0.008, 0.200, 0.000, 0.000, 0.001, 0.004, 0.000, 0.000, 0.002],
  "gap_ev": [5.697, 6.506],
  "homo_energy_ev": [-1.87, -2.74],
  "relative_energy_kj_mol": 0.0,
  "e_lumo_ev": [3.823, 3.762],
  "total_charge": -1,
  "energy_ev": -17868.2667,
  "spin_multiplicity": 3
}



# 3
{
  "formula": "C40H37N4O4",
  "method": "ωB97M-V/def2-TZVPD",
  "species": ["C", "O", "C", "C", "C", "C", "C", "C", "C", "C", "C", "C", "C", "O", "C", "C", "C", "C", "C", "H", "H", "H", "H", "H", "H", "H", "H", "H", "H", "H", "H", "H", "H", "H", "H", "H", "O", "C", "C", "C", "C", "C", "C", "C", "N", "C", "C", "N", "C", "C", "N", "C", "O", "C", "C", "C", "C", "C", "C", "C", "C", "N", "C", "C", "C", "H", "H", "H", "H", "H", "H", "H", "H", "H", "H", "H", "H", "H", "H", "H", "H", "H", "H", "H", "H"],
  "coordinates": [[-6.91365, 5.87728, 3.44240], [-6.95691, 4.43782, 3.58741], [-5.82669, 3.73162, 3.28154], [-5.97170, 2.32997, 3.07148], [-4.91550, 1.58437, 2.54835], [-3.61879, 2.16159, 2.39947], [-2.41318, 1.40163, 2.18214], [-1.14995, 1.86414, 2.54621], [0.08534, 1.23139, 2.28110], [1.27305, 2.04153, 2.19416], [2.43839, 1.59960, 1.50444], [3.61901, 2.30657, 1.53568], [3.71096, 3.52364, 2.24901], [4.93025, 4.12716, 2.31010], [5.03218, 5.43635, 2.91732], [2.55884, 4.02958, 2.90213], [1.36320, 3.33682, 2.81863], [-3.50784, 3.56914, 2.56995], [-4.55526, 4.33149, 3.09533], [-7.95536, 6.19299, 3.51511], [-6.33177, 6.32518, 4.25907], [-6.49724, 6.17665, 2.46908], [-6.94537, 1.90997, 3.28599], [-5.07849, 0.52700, 2.30836], [-2.48208, 0.40513, 1.72570], [-1.08158, 2.79548, 3.12994], [0.14074, 0.12076, 2.49208], [2.40234, 0.69478, 0.91968], [4.51130, 1.93886, 1.02495], [6.05942, 5.74328, 2.71683], [4.32589, 6.14643, 2.45558], [4.85424, 5.37939, 4.00395], [2.60264, 4.95114, 3.48431], [0.49323, 3.78668, 3.30573], [-2.56605, 4.06320, 2.32190], [-4.42308, 5.38890, 3.32618], [2.41636, -3.48779, 2.06443], [1.98703, -4.27947, 1.23504], [2.32374, -5.74344, 1.27946], [1.49602, -6.64280, 1.95430], [1.75225, -8.00453, 1.80844], [2.86672, -8.41817, 1.05804], [3.79481, -7.48852, 0.56202], [3.53617, -6.12970, 0.70595], [1.16816, -3.92072, 0.15107], [0.93477, -4.89600, -0.91138], [-0.00612, -4.37027, -1.97061], [0.44707, -3.06153, -2.40412], [-0.03396, -2.61486, -3.69307], [0.53440, -1.24600, -4.00856], [0.23710, -0.29721, -2.95423], [-0.51595, 0.86056, -3.20292], [-1.27158, 1.36165, -2.37767], [-0.38948, 1.43130, -4.59479], [-1.58407, 1.76106, -5.24889], [-1.54949, 2.05003, -6.61255], [-0.30986, 2.13011, -7.26786], [0.89293, 1.99486, -6.55710], [0.85446, 1.66692, -5.20008], [0.43410, -0.74705, -1.65202], [0.34717, 0.11240, -0.55316], [0.48607, -0.33563, 0.68854], [0.82516, -1.62242, 0.91953], [0.92113, -2.56365, -0.10576], [0.66146, -2.12334, -1.42060], [0.66021, -6.26256, 2.54565], [1.09300, -8.73849, 2.27875], [3.02819, -9.48374, 0.87634], [4.71862, -7.81475, 0.07335], [4.22746, -5.36132, 0.35498], [1.89452, -5.15101, -1.38672], [0.50196, -5.80887, -0.49532], [0.03143, -5.03235, -2.84540], [-1.05170, -4.31861, -1.60259], [0.31143, -3.35979, -4.42509], [-1.14280, -2.60891, -3.69708], [1.62570, -1.33100, -4.09494], [0.11295, -0.90670, -4.95256], [-2.52324, 1.74595, -4.68815], [-2.48666, 2.22201, -7.15118], [-0.27771, 2.32062, -8.34059], [1.85736, 2.15406, -7.04696], [1.76764, 1.57822, -4.60755], [0.15707, 1.17655, -0.62194], [1.02750, -1.86264, 1.95428]],
  "forces_ev_per_angstrom": [[0.0, -0.4, 0.2], [0.9, -0.2, -0.3], [0.3, -0.1, -0.2], [0.5, 0.8, -0.4], [0.2, 0.2, 0.6], [-0.6, 1.1, -0.1], [1.5, -0.3, 0.3], [-2.1, 0.0, -0.3], [0.2, -1.8, 2.0], [1.0, 0.8, -0.2], [0.0, 0.2, 0.6], [0.3, 0.6, 0.2], [0.1, 0.2, 0.5], [-1.0, -0.1, -0.1], [-0.2, -0.3, -0.1], [0.3, -0.2, -0.4], [-0.2, -0.7, -0.2], [-0.4, -0.2, 0.9], [-0.5, -0.4, -0.4], [0.2, 0.0, 0.0], [-0.1, -0.1, -0.2], [-0.1, -0.2, 0.3], [0.0, -0.2, -0.2], [0.2, 0.4, 0.3], [0.0, 0.4, 0.1], [-0.2, -0.2, -0.8], [0.0, 2.2, 0.2], [0.0, 0.0, 0.2], [-0.3, 0.1, 0.1], [-0.2, 0.0, 0.1], [0.3, -0.3, 0.1], [0.1, 0.0, -0.4], [0.0, -0.3, -0.3], [0.4, -0.3, -0.1], [-0.3, -0.2, 0.2], [0.0, -0.3, -0.3], [-0.5, -0.6, -0.9], [0.1, 0.3, 0.5], [0.3, 0.4, 0.6], [0.1, 0.0, -0.6], [0.4, 0.0, -0.1], [0.0, 0.0, 0.1], [-0.1, -0.2, 0.2], [-0.5, -0.2, -0.2], [0.6, 0.0, 0.7], [0.2, -0.5, -0.4], [0.0, 0.4, 0.0], [0.6, 0.1, -0.1], [-0.3, -0.4, 0.2], [0.5, -0.3, -0.4], [-0.6, 0.8, -0.3], [-0.7, 0.5, 0.1], [0.9, -0.5, -0.6], [-0.1, 0.3, 0.3], [0.2, -0.4, -0.2], [0.3, 0.2, 0.0], [0.0, 0.0, 0.1], [-0.3, 0.2, 0.2], [-0.4, -0.4, -0.2], [-0.1, 0.0, 0.9], [0.2, -0.5, 0.1], [0.4, -1.1, -1.8], [-0.4, 0.9, -0.2], [-0.3, 0.8, 0.3], [-0.9, 0.0, 0.2], [0.1, -0.2, -0.3], [0.3, 0.2, -0.2], [0.0, 0.4, 0.2], [-0.4, 0.0, 0.2], [-0.2, -0.3, -0.1], [-0.3, 0.0, 0.1], [0.2, 0.1, 0.0], [-0.1, 0.0, 0.3], [0.3, -0.1, -0.1], [-0.2, 0.3, 0.0], [0.3, 0.2, -0.1], [-0.2, 0.0, -0.2], [0.2, 0.1, 0.1], [0.3, -0.2, -0.3], [0.4, 0.0, 0.1], [0.0, 0.0, 0.3], [-0.4, -0.1, 0.1], [-0.2, -0.2, -0.3], [-0.1, -0.2, -0.4], [-0.2, -0.2, -0.1]],
  "lowdin_charge": [-0.052, -0.078, -0.245, 0.016, -0.007, -0.224, 0.022, -0.064, 0.026, -0.178, -0.003, 0.022, -0.238, -0.069, -0.047, 0.000, 0.004, -0.017, 0.000, 0.096, 0.095, 0.100, 0.120, 0.121, 0.131, 0.102, 0.132, 0.101, 0.131, 0.097, 0.101, 0.101, 0.112, 0.109, 0.114, 0.109, 0.086, -0.361, -0.190, -0.031, -0.067, -0.073, -0.066, -0.034, 0.044, -0.108, -0.121, -0.087, -0.124, -0.109, 0.021, -0.351, 0.079, -0.167, -0.018, -0.064, -0.072, -0.069, -0.041, -0.089, -0.047, -0.020, -0.022, -0.088, -0.062, 0.127, 0.110, 0.107, 0.112, 0.129, 0.140, 0.133, 0.136, 0.146, 0.136, 0.145, 0.143, 0.131, 0.125, 0.111, 0.107, 0.110, 0.123, 0.127, 0.118],
  "gap_ev": 6.423,
  "homo_energy_ev": -10.32,
  "e_lumo_ev": -3.901,
  "total_charge": 1,
  "energy_ev": -56222.5042
}



# 4
{
  "formula": "C3HN2O5",
  "method": "ωB97M-V/def2-TZVPD",
  "species": ["O", "C", "N", "O", "C", "O", "N", "O", "C", "O", "H"],
  "coordinates": [[1.90314, -0.65280, -2.15492], [0.88476, -0.60643, -1.64044], [-0.25055, -0.48800, -1.08551], [-1.29706, -1.14757, -1.62817], [-0.70464, 0.23854, 0.33367], [-1.85405, 0.24127, 0.50110], [0.38721, 0.83907, 0.82322], [0.05225, 1.50925, 2.15511], [1.05660, 0.66141, 2.11855], [1.82492, -0.01401, 2.59638], [-2.00259, -0.58074, -2.01897]],
  "forces_ev_per_angstrom": [[-1.2, -0.1, 0.8], [1.0, 0.2, -0.9], [-0.5, 1.1, 1.1], [-0.6, -1.6, -0.7], [-0.3, -0.5, -1.1], [0.2, -0.1, 0.1], [0.3, 0.9, -0.4], [0.9, -0.1, 0.1], [-2.8, 0.7, -1.0], [2.2, -1.1, 1.5], [0.9, 0.5, 0.4]],
  "lowdin_charge": [0.390, -0.027, 0.022, 0.104, -0.320, 0.285, 0.207, 0.259, -0.432, 0.332, 0.180],
  "gap_ev": 10.361,
  "homo_energy_ev": -16.57,
  "relative_energy_kj_mol": 8.2,
  "e_lumo_ev": -6.210,
  "total_charge": 1,
  "energy_ev": -16330.5477
}